Molecular formula: C83H217N11O23
Method: DFT, ωB97M-V/def2-TZVPD

Positions of all 334 atoms, in Å:
1 C 3.03623 5.38317 -0.23111
2 C 1.77686 4.72817 -0.82190
3 O 1.89797 4.71334 -2.23094
4 H 3.01138 5.49047 0.85223
5 H 3.09879 6.36600 -0.71732
6 H 3.89914 4.76393 -0.46525
7 H 0.83242 5.16705 -0.58426
8 H 1.69383 3.72546 -0.44039
9 H 1.57060 3.85853 -2.63318
10 C -1.29529 8.23515 -3.06472
11 C -0.43545 7.07275 -2.64416
12 O 0.75279 7.03265 -3.36946
13 H -1.64400 8.11432 -4.08162
14 H -0.70713 9.14329 -3.05931
15 H -2.13357 8.30493 -2.38056
16 H -0.98215 6.13269 -2.80087
17 H -0.25870 7.18000 -1.58672
18 H 1.27496 6.27219 -3.04599
19 C -1.91944 -3.81633 2.51846
20 C -2.73704 -4.38453 3.70510
21 O -3.90473 -3.57672 3.94261
22 H -1.52117 -2.81124 2.74527
23 H -2.49921 -3.60266 1.65069
24 H -1.09041 -4.47716 2.32520
25 H -2.08925 -4.47780 4.58644
26 H -3.05993 -5.41111 3.47712
27 H -3.69973 -2.87546 4.60052
28 C 4.73876 1.28862 -1.14278
29 C 4.37963 -0.02482 -0.44828
30 O 3.49199 0.27730 0.60272
31 H 3.87560 1.94205 -1.15895
32 H 5.20848 1.12305 -2.11782
33 H 5.52804 1.76301 -0.55388
34 H 5.21907 -0.53128 0.01341
35 H 3.94836 -0.71308 -1.20262
36 H 3.64373 -0.43608 1.30076
37 C -4.22827 4.23083 0.17715
38 C -4.72855 4.96590 1.43369
39 O -5.69778 4.21837 2.09371
40 H -3.39058 4.79291 -0.25257
41 H -5.03886 4.21263 -0.55279
42 H -3.84948 3.27096 0.49150
43 H -5.17121 5.90141 1.11756
44 H -3.89132 5.11232 2.12827
45 H -5.34694 3.31994 2.10087
46 C -2.14848 -2.42105 -6.07077
47 C -2.20212 -3.38010 -4.83572
48 O -2.56037 -4.70286 -5.20329
49 H -3.14463 -2.29109 -6.51288
50 H -1.36973 -2.75354 -6.75941
51 H -1.83688 -1.44747 -5.63160
52 H -2.89471 -3.03287 -4.04676
53 H -1.19756 -3.33374 -4.37571
54 H -1.73987 -4.99605 -5.68507
55 C -5.05369 0.20885 -4.80974
56 C -5.33548 1.70417 -4.60674
57 O -4.28040 2.20412 -3.74096
58 H -4.99436 -0.25485 -3.84481
59 H -4.08120 0.13028 -5.30444
60 H -5.81784 -0.29557 -5.38605
61 H -6.28950 1.91573 -4.12804
62 H -5.34792 2.15882 -5.60977
63 H -4.71303 2.88937 -3.21521
64 C 0.19913 -7.14447 3.67301
65 C 1.54430 -7.55817 3.17645
66 O 1.35507 -8.46736 2.13104
67 H 0.27868 -6.45683 4.51109
68 H -0.27007 -8.06421 4.01648
69 H -0.39893 -6.63561 2.91254
70 H 2.08358 -8.10328 3.94721
71 H 2.10202 -6.63798 2.89047
72 H 2.18496 -8.89694 1.93836
73 C -1.70271 4.83980 -5.41583
74 C -1.80653 3.37086 -5.93687
75 O -1.53352 2.42757 -4.88756
76 H -0.71915 5.01293 -4.98080
77 H -2.43573 5.08823 -4.66772
78 H -1.86429 5.53950 -6.24622
79 H -1.05581 3.25038 -6.75212
80 H -2.79239 3.06232 -6.28226
81 H -2.31644 2.47770 -4.29047
82 C -6.93375 1.98908 -0.62668
83 C -5.86309 0.91574 -0.93946
84 O -5.74022 0.04576 0.23375
85 H -6.66354 2.62540 0.21844
86 H -7.85970 1.42718 -0.41632
87 H -6.99236 2.64960 -1.46848
88 H -4.89169 1.33488 -1.14807
89 H -6.17136 0.28499 -1.80036
90 H -5.88963 -0.90741 0.04983
91 C -6.85202 -0.16291 3.94135
92 C -6.31557 1.23228 3.64454
93 O -5.28758 1.27614 2.71430
94 H -7.50585 -0.12722 4.81697
95 H -6.01487 -0.82455 4.11559
96 H -7.38875 -0.51903 3.04027
97 H -5.91376 1.70639 4.55937
98 H -7.13222 1.90609 3.34829
99 H -5.66359 0.86080 1.87893
100 C -5.12639 6.71542 -4.14804
101 C -4.95081 5.74966 -2.96503
102 O -5.80920 4.61168 -3.06544
103 H -4.39306 7.53216 -4.08741
104 H -6.11194 7.13606 -4.15901
105 H -5.06088 6.08287 -5.00852
106 H -5.05997 6.20331 -1.97947
107 H -3.92379 5.34224 -2.99611
108 H -6.67625 5.02707 -3.01912
109 C 3.38707 1.89297 -4.26902
110 C 1.90734 1.86986 -4.53927
111 C 1.46139 0.46448 -5.04107
112 O 2.08126 0.28554 -6.31317
113 C 1.88332 -1.01713 -6.79237
114 N 1.15286 2.30551 -3.36017
115 H 3.58504 1.26803 -3.42394
116 H 3.74664 2.91711 -4.03260
117 H 3.96507 1.51860 -5.10507
118 H 1.59574 2.57599 -5.34384
119 H 0.33715 0.49884 -5.06279
120 H 1.77823 -0.33545 -4.35800
121 H 0.84506 -1.40814 -6.71556
122 H 2.55599 -1.73860 -6.26939
123 H 2.17738 -1.04268 -7.85997
124 H 0.17270 2.41223 -3.63735
125 H 1.11770 1.62702 -2.58024
126 C 1.45506 -4.74174 -4.96442
127 C 1.02712 -6.09977 -5.53911
128 C 0.39565 -7.03117 -4.51995
129 O 0.16772 -8.31069 -5.19295
130 C -0.62830 -9.26021 -4.49600
131 N -0.06357 -5.80714 -6.56060
132 H 0.53723 -4.17815 -4.81404
133 H 2.11457 -4.14281 -5.62284
134 H 2.05636 -4.86178 -4.05474
135 H 1.92254 -6.57792 -5.99320
136 H -0.55800 -6.61798 -4.16714
137 H 1.06972 -7.23705 -3.72177
138 H -1.59668 -8.79773 -4.35437
139 H -0.15460 -9.47143 -3.54807
140 H -0.72840 -10.23489 -5.00212
141 H 0.42982 -5.36871 -7.32456
142 H -0.38033 -6.66790 -7.00996
143 C -7.17654 -3.18304 -2.49927
144 C -5.71558 -3.23138 -2.01028
145 C -5.55022 -3.62730 -0.55476
146 O -6.14645 -2.68728 0.28257
147 C -5.90804 -2.99850 1.65900
148 N -5.07468 -4.28887 -2.77924
149 H -7.07826 -2.93992 -3.53594
150 H -7.64230 -2.35890 -2.00460
151 H -7.60756 -4.16264 -2.40236
152 H -5.17740 -2.25847 -2.13094
153 H -4.52763 -3.80863 -0.23762
154 H -5.99260 -4.63858 -0.39884
155 H -4.85907 -3.20004 1.82437
156 H -6.51594 -3.83476 1.98261
157 H -6.11368 -2.06277 2.16280
158 H -5.08021 -4.09781 -3.76878
159 H -4.13075 -4.46092 -2.46368
160 C -2.44957 -6.61715 -0.29681
161 C -1.33113 -5.63497 -0.72158
162 C 0.01833 -6.33648 -0.75662
163 O 1.00508 -5.41709 -1.18771
164 C 2.29849 -6.03701 -0.96188
165 N -1.78507 -5.09502 -2.01578
166 H -2.57902 -7.44606 -1.03719
167 H -3.41137 -6.08791 -0.33268
168 H -2.25628 -6.94698 0.74424
169 H -1.23972 -4.77433 -0.02850
170 H -0.05683 -7.25798 -1.33713
171 H 0.32710 -6.73022 0.23220
172 H 2.45362 -6.27262 0.09175
173 H 2.97525 -5.22243 -1.24519
174 H 2.52895 -6.87311 -1.63879
175 H -2.00418 -5.88077 -2.63340
176 H -1.01744 -4.63361 -2.47163
177 C 3.28824 -0.71084 7.76933
178 C 3.80531 0.19371 6.65923
179 C 5.34351 0.14890 6.48920
180 O 5.92630 0.77984 7.60902
181 C 7.33836 0.82038 7.60006
182 N 3.19471 -0.14639 5.43059
183 H 3.24221 -1.71136 7.35163
184 H 2.31644 -0.36383 8.08499
185 H 3.92330 -0.68824 8.64181
186 H 3.50841 1.22580 6.93628
187 H 5.68330 0.51801 5.53778
188 H 5.56971 -0.91985 6.46479
189 H 7.78905 -0.18589 7.50552
190 H 7.73474 1.26194 8.52573
191 H 7.69253 1.49150 6.80558
192 H 3.34941 0.54660 4.67680
193 H 2.18563 -0.28440 5.53674
194 C 3.66741 3.90810 4.91106
195 C 3.56636 3.60953 3.40296
196 C 4.83373 3.90545 2.61319
197 O 5.05062 5.27142 2.69388
198 C 6.38663 5.60106 2.40203
199 N 3.18387 2.19650 3.25459
200 H 4.38288 3.25540 5.36919
201 H 2.67487 3.64386 5.27302
202 H 3.90100 4.96500 5.08633
203 H 2.78524 4.27273 2.98718
204 H 4.71918 3.58530 1.56390
205 H 5.66110 3.31361 2.96024
206 H 6.99592 5.21976 3.21111
207 H 6.46022 6.70100 2.30505
208 H 6.72128 5.20241 1.41488
209 H 3.57925 1.70116 2.45479
210 H 2.17229 2.09247 3.25161
211 C 2.06864 -3.48588 1.43924
212 C 2.05261 -2.42523 2.51706
213 C 1.38185 -2.92528 3.82279
214 O 2.04818 -4.15508 4.15814
215 C 1.96942 -4.39789 5.54055
216 N 3.41968 -1.93888 2.76988
217 H 2.43315 -3.04730 0.51127
218 H 1.05902 -3.85403 1.28027
219 H 2.69398 -4.31518 1.76285
220 H 1.48552 -1.55407 2.16608
221 H 0.25716 -3.01643 3.71618
222 H 1.50128 -2.22684 4.64582
223 H 2.47720 -5.34279 5.79899
224 H 0.92799 -4.46892 5.84840
225 H 2.46335 -3.62030 6.12982
226 H 4.20069 -2.56834 2.90150
227 H 3.44894 -1.32658 3.60506
228 C -1.27828 -1.93907 6.65043
229 C -2.03837 -0.72806 6.08853
230 C -1.29632 -0.21845 4.86837
231 O -0.04047 0.37100 5.08348
232 C -0.08253 1.75188 5.53120
233 N -3.36980 -1.34647 5.70197
234 H -1.72618 -2.28826 7.56737
235 H -0.27849 -1.62237 6.92666
236 H -1.30487 -2.77682 5.94470
237 H -2.20408 0.07350 6.78771
238 H -1.96048 0.51832 4.33436
239 H -1.15426 -1.02031 4.16101
240 H 0.93548 2.10824 5.66343
241 H -0.57026 1.82020 6.49281
242 H -0.57421 2.37438 4.77860
243 H -3.87905 -1.42684 6.61433
244 H -3.93242 -0.72208 5.13145
245 C 8.41765 -4.64400 -2.03551
246 C 7.13877 -4.28964 -2.84271
247 C 5.96498 -4.03637 -1.81139
248 C 4.78261 -3.29182 -2.42345
249 C 5.22603 -2.01917 -3.10243
250 C 6.26122 -2.24568 -4.18131
251 N 7.34718 -3.05236 -3.56248
252 O 8.45542 -3.18827 -4.47916
253 C 5.62297 -2.86700 -5.41984
254 C 6.89821 -0.85436 -4.53633
255 C 6.70566 -5.48259 -3.72569
256 H 8.18755 -5.46540 -1.33567
257 H 8.73850 -3.74407 -1.46794
258 H 9.20311 -4.90571 -2.74298
259 H 5.72426 -4.94874 -1.25852
260 H 6.47240 -3.38879 -1.10856
261 H 3.93367 -3.08890 -1.73126
262 H 4.31644 -3.94499 -3.18968
263 H 5.66599 -1.31570 -2.41324
264 H 4.35044 -1.53571 -3.54745
265 H 4.87925 -2.26379 -5.93011
266 H 6.42240 -3.12937 -6.13503
267 H 5.12082 -3.81217 -5.24705
268 H 7.52263 -0.90797 -5.42802
269 H 6.06858 -0.17422 -4.73952
270 H 7.54832 -0.51434 -3.70033
271 H 6.77433 -6.44945 -3.22767
272 H 7.38994 -5.64627 -4.54646
273 H 5.68819 -5.34835 -4.11446
274 H 8.14491 -3.76596 -5.17082
275 C 0.47317 -1.97538 -1.45696
276 C -0.66009 -0.98770 -1.15568
277 C -1.83620 -1.77969 -0.52762
278 C -2.85575 -0.88199 0.12725
279 C -2.26130 0.21200 1.01079
280 C -1.07885 0.95891 0.41996
281 N -0.17832 -0.05343 -0.14187
282 O 0.93915 0.65374 -0.75748
283 C -1.61856 2.04695 -0.56003
284 C -0.32044 1.68524 1.56648
285 C -1.28896 -0.38861 -2.44831
286 H 0.73026 -2.46251 -0.52006
287 H 1.38658 -1.45202 -1.76992
288 H 0.24413 -2.73185 -2.22724
289 H -2.29598 -2.48704 -1.21748
290 H -1.26504 -2.41738 0.17470
291 H -3.62017 -1.48423 0.67943
292 H -3.42218 -0.39257 -0.67105
293 H -1.90704 -0.17588 1.97439
294 H -3.05336 0.94634 1.29768
295 H -2.53328 1.72132 -1.03373
296 H -1.80382 2.97245 0.01719
297 H -0.85965 2.24483 -1.32815
298 H 0.49129 2.30661 1.21022
299 H -1.01690 2.30217 2.15522
300 H 0.05248 0.87606 2.21941
301 H -0.63568 0.26859 -3.00216
302 H -2.19192 0.18640 -2.27117
303 H -1.44085 -1.21451 -3.13072
304 H 1.70064 0.51403 -0.15880
305 C 0.12433 5.33659 4.40369
306 C 0.47210 6.64049 3.60677
307 C 0.25853 6.40978 2.09862
308 C -1.22830 6.30448 1.72295
309 C -1.96495 7.52560 2.08443
310 C -1.87073 7.79029 3.59567
311 N -0.39683 7.77682 3.95006
312 O -0.38924 7.97674 5.42422
313 C -2.45963 9.23300 3.94137
314 C -2.72271 6.75368 4.30808
315 C 1.94233 7.01308 3.93359
316 H -0.71500 4.85350 3.92902
317 H -0.13578 5.67851 5.43448
318 H 0.95702 4.64821 4.46947
319 H 0.64989 7.29741 1.56627
320 H 0.81884 5.51338 1.84860
321 H -1.57785 5.47859 2.35029
322 H -1.38701 5.91154 0.72702
323 H -3.02836 7.54799 1.79299
324 H -1.51972 8.39388 1.58886
325 H -1.84981 10.03290 3.52375
326 H -3.43905 9.39282 3.55117
327 H -2.51955 9.45140 5.01687
328 H -2.56065 6.87734 5.37596
329 H -3.77365 6.99602 4.16149
330 H -2.61292 5.69455 4.03543
331 H 2.60825 6.27240 3.47349
332 H 2.03921 7.03410 5.03379
333 H 2.27119 7.99500 3.60632
334 H 0.19104 8.73093 5.48720

Its largest force on an atom is 2.4 eV/Å. The calculation puts the LUMO energy at 0.335 eV. As for the net charge: 0. The HOMO energy comes out at -0.317 Eh. The gap between HOMO and LUMO is 8.95 eV.

=====

Molecular formula: C29H45FP2Ru
Method: DFT, ωB97M-V/def2-TZVPD

Positions of all 78 atoms, in Å:
1 Ru -0.92719 -0.16283 -1.21957
2 C -1.47355 -0.49021 1.71663
3 C -2.07379 0.52082 0.92053
4 C -2.57378 -1.57227 -0.00082
5 C -1.78697 -1.76466 1.16464
6 C -2.78422 -0.13398 -0.19449
7 C -0.76785 -0.26855 3.00994
8 H -0.42516 0.76094 3.10602
9 H 0.11889 -0.90720 3.07713
10 H -1.41355 -0.49600 3.87196
11 C -1.44123 -3.08035 1.75414
12 H -0.45342 -3.04806 2.22797
13 H -1.41370 -3.86245 0.99197
14 H -2.16431 -3.37999 2.52705
15 C -3.36300 -2.60039 -0.72658
16 H -4.40603 -2.60483 -0.36458
17 H -2.94658 -3.59940 -0.54169
18 H -3.38940 -2.41252 -1.81462
19 C -4.00432 0.39031 -0.85687
20 H -4.89762 -0.07951 -0.42109
21 H -4.01534 0.14916 -1.92551
22 H -4.08844 1.46936 -0.72140
23 C -2.24708 1.93737 1.30796
24 H -2.88096 2.00878 2.20707
25 H -2.71596 2.52764 0.51246
26 H -1.27609 2.39779 1.55369
27 C 3.01615 -0.07653 3.86066
28 C 2.50550 0.89207 4.63517
29 C 2.34211 2.33370 4.27522
30 C 3.58561 2.97930 3.59785
31 C 3.47596 2.99219 2.11167
32 C 2.64851 2.23101 1.35139
33 C 2.36554 0.77381 1.47901
34 C 3.34667 0.01396 2.39862
35 H 2.13004 2.89339 5.19473
36 H 4.51994 2.48830 3.93199
37 H 1.46716 2.47271 3.61580
38 H 4.35686 0.42578 2.21834
39 H 3.20788 -1.07615 4.29211
40 H 2.19901 0.65606 5.66301
41 H 3.34265 -1.03134 2.03243
42 H 1.31361 0.62038 1.76576
43 H 2.06932 2.69128 0.56467
44 H 2.45323 0.31899 0.47669
45 H 3.68184 4.02342 3.94262
46 H 4.07637 3.77625 1.64620
47 P 0.71423 1.04361 -1.87095
48 C 2.48841 0.80886 -1.88344
49 C 0.65411 2.86919 -1.69326
50 P -1.46688 0.43790 -3.26010
51 C 0.24073 0.99753 -3.66209
52 C -2.26262 2.11480 -3.12857
53 C -1.98885 -0.27647 -4.83298
54 H 2.73805 -0.25565 -1.87054
55 H 2.91470 1.30132 -0.99506
56 H 2.91601 1.29719 -2.76765
57 H 0.89112 3.33676 -2.66938
58 H 1.39313 3.18132 -0.95127
59 H -0.33000 3.21754 -1.36507
60 H -1.57017 0.28971 -5.67796
61 H -3.07631 -0.24822 -4.91638
62 H -1.65256 -1.30945 -4.89673
63 H 0.82112 0.23902 -4.21259
64 H 0.30112 2.00088 -4.12923
65 H -3.30702 2.01542 -3.44716
66 H -1.74960 2.84743 -3.76345
67 H -2.23792 2.47747 -2.09227
68 F 1.30126 -6.03304 -1.55354
69 C 0.86071 -4.73220 -1.50998
70 C -0.11660 -4.33481 -2.41574
71 C -0.60732 -3.02621 -2.32606
72 C -0.02244 -2.11369 -1.44869
73 C 0.94357 -2.55005 -0.55790
74 C 1.38466 -3.87181 -0.55429
75 H -0.51106 -5.02360 -3.15519
76 H -1.44787 -2.72770 -2.94903
77 H 1.35434 -1.84991 0.18337
78 H 2.13666 -4.22073 0.15729

The expectation value of S² is 8.774. As for the multiplicity: 6. Its largest force on an atom is 6.6 eV/Å. The calculation puts the LUMO energy (alpha / beta) at -3.326 / -4.984 eV. As for the net charge: +1. The HOMO energy (alpha / beta) comes out at -0.296 / -0.395 Eh. The gap between HOMO and LUMO (alpha / beta) is 4.73 / 5.77 eV.